A | {
  "formula": "C43H41BN12O4PbSe",
  "method": "ωB97M-V/def2-TZVPD",
  "symbols": ["Pb", "O", "C", "O", "C", "C", "C", "C", "C", "N", "C", "O", "O", "H", "H", "H", "C", "C", "C", "C", "N", "N", "B", "N", "N", "C", "C", "C", "C", "C", "C", "C", "C", "C", "C", "N", "N", "C", "C", "C", "C", "C", "C", "C", "C", "C", "C", "C", "C", "C", "C", "C", "C", "H", "H", "H", "H", "H", "H", "H", "H", "H", "H", "H", "H", "H", "H", "H", "H", "H", "H", "H", "H", "H", "H", "H", "H", "H", "H", "H", "H", "Se", "C", "N", "C", "C", "C", "C", "N", "C", "N", "N", "N", "H", "H", "H", "H", "H", "H", "H", "H", "H", "H"],
  "coordinates": [[-0.134, -0.811, 0.248], [-1.049, -5.168, -0.765], [-1.218, -4.139, -0.113], [-0.424, -3.480, 0.610], [-2.579, -3.436, -0.195], [-3.776, -3.891, 0.365], [-4.855, -3.032, 0.442], [-4.734, -1.726, -0.028], [-3.538, -1.406, -0.648], [-2.508, -2.241, -0.769], [-3.313, -0.105, -1.274], [-3.752, 0.933, -0.680], [-1.876, -0.796, -3.134], [-3.827, -4.898, 0.754], [-5.781, -3.357, 0.899], [-5.534, -1.005, 0.067], [2.322, 2.967, 3.987], [1.338, 1.911, 3.615], [0.667, 1.026, 4.433], [-0.116, 0.247, 3.569], [0.090, 0.630, 2.316], [0.969, 1.654, 2.338], [1.190, 2.494, 1.070], [2.009, 1.770, -0.022], [1.487, 0.752, -0.728], [2.435, 0.332, -1.540], [3.601, 1.075, -1.395], [3.286, 1.986, -0.403], [4.163, 3.024, 0.210], [2.252, -0.418, -3.826], [3.494, -0.263, -4.421], [3.559, 0.151, -5.740], [2.394, 0.397, -6.457], [1.163, 0.227, -5.846], [1.084, -0.182, -4.520], [-0.192, 2.919, 0.471], [-1.130, 2.039, 0.057], [-2.132, 2.775, -0.415], [-1.854, 4.148, -0.294], [-0.605, 4.193, 0.278], [0.198, 5.396, 0.647], [-3.320, 2.255, -1.078], [-2.857, -0.038, -2.656], [-3.817, 0.407, -3.515], [-5.031, 1.170, -3.331], [-5.222, 2.282, -2.599], [-4.162, 2.924, -1.853], [-1.109, -0.805, 3.840], [-0.882, -1.811, 4.774], [-1.847, -2.781, 4.996], [-3.048, -2.751, 4.301], [-3.285, -1.742, 3.379], [-2.319, -0.776, 3.144], [2.415, 3.012, 5.070], [2.020, 3.951, 3.627], [3.307, 2.747, 3.573], [0.738, 0.951, 5.505], [1.783, 3.484, 1.368], [4.546, 0.946, -1.889], [5.146, 2.990, -0.257], [4.285, 2.848, 1.278], [3.753, 4.026, 0.080], [4.385, -0.510, -3.863], [4.524, 0.269, -6.215], [2.449, 0.711, -7.491], [0.251, 0.404, -6.401], [0.130, -0.320, -4.043], [-2.470, 4.989, -0.561], [-0.337, 6.295, 0.347], [1.169, 5.393, 0.152], [0.374, 5.441, 1.722], [-1.303, -1.195, -2.448], [-3.701, -0.025, -4.507], [-5.840, 0.859, -3.982], [-6.164, 2.806, -2.712], [-3.988, 3.982, -2.002], [0.071, -1.856, 5.283], [-1.654, -3.573, 5.708], [-3.799, -3.510, 4.483], [-4.230, -1.697, 2.855], [-2.504, 0.038, 2.450], [2.470, -1.646, 1.154], [2.170, -2.050, 2.920], [2.042, -2.262, 4.049], [2.106, -5.622, -3.479], [3.462, -5.028, -3.107], [4.047, -4.222, -4.263], [3.386, -4.197, -1.826], [2.626, -2.972, -1.994], [1.348, -2.812, -1.915], [0.961, -1.529, -2.037], [2.223, -0.848, -2.386], [3.331, -1.777, -2.109], [2.221, -6.386, -4.250], [1.442, -4.853, -3.881], [1.606, -6.074, -2.620], [4.149, -5.850, -2.876], [3.402, -3.375, -4.507], [4.140, -4.844, -5.155], [5.032, -3.823, -4.016], [4.376, -3.883, -1.497], [2.923, -4.759, -1.014], [0.663, -3.613, -1.672]],
  "homo_energy_ev": -6.74,
  "charge": 0
}

***

B | {
  "formula": "C43H41BN12O4PbSe",
  "method": "ωB97M-V/def2-TZVPD",
  "symbols": ["Pb", "O", "C", "O", "C", "C", "C", "C", "C", "N", "C", "O", "O", "H", "H", "H", "C", "C", "C", "C", "N", "N", "B", "N", "N", "C", "C", "C", "C", "C", "C", "C", "C", "C", "C", "N", "N", "C", "C", "C", "C", "C", "C", "C", "C", "C", "C", "C", "C", "C", "C", "C", "C", "H", "H", "H", "H", "H", "H", "H", "H", "H", "H", "H", "H", "H", "H", "H", "H", "H", "H", "H", "H", "H", "H", "H", "H", "H", "H", "H", "H", "Se", "C", "N", "C", "C", "C", "C", "N", "C", "N", "N", "N", "H", "H", "H", "H", "H", "H", "H", "H", "H", "H"],
  "coordinates": [[-0.158, 0.565, -0.140], [-2.066, 3.126, -3.750], [-1.235, 3.263, -2.905], [0.009, 2.737, -3.111], [-1.480, 3.971, -1.604], [-2.181, 5.157, -1.563], [-2.317, 5.776, -0.328], [-1.805, 5.163, 0.800], [-1.176, 3.927, 0.678], [-0.995, 3.367, -0.516], [-0.679, 3.208, 1.941], [-0.597, 3.900, 2.946], [-0.436, 1.955, 1.841], [-2.592, 5.570, -2.474], [-2.823, 6.729, -0.250], [-1.874, 5.598, 1.787], [-2.350, -4.700, -1.112], [-1.690, -3.683, -0.239], [-1.305, -3.830, 1.078], [-0.753, -2.597, 1.446], [-0.787, -1.764, 0.408], [-1.366, -2.432, -0.631], [-1.771, -1.801, -2.003], [-0.548, -1.361, -2.856], [0.596, -0.833, -2.341], [1.451, -0.716, -3.353], [0.866, -1.187, -4.538], [-0.403, -1.583, -4.187], [-1.472, -2.099, -5.095], [2.823, -0.195, -3.179], [3.277, 0.232, -1.933], [4.557, 0.738, -1.768], [5.417, 0.817, -2.856], [4.977, 0.393, -4.102], [3.693, -0.105, -4.263], [-2.818, -0.678, -1.742], [-2.627, 0.279, -0.788], [-3.773, 0.957, -0.693], [-4.700, 0.458, -1.614], [-4.064, -0.581, -2.254], [-4.621, -1.503, -3.291], [-4.064, 1.952, 0.357], [-3.615, 1.753, 1.662], [-3.977, 2.631, 2.673], [-4.809, 3.707, 2.394], [-5.265, 3.908, 1.097], [-4.891, 3.039, 0.083], [-0.204, -2.222, 2.765], [-0.184, -0.899, 3.201], [0.346, -0.569, 4.439], [0.840, -1.562, 5.274], [0.807, -2.888, 4.857], [0.297, -3.214, 3.609], [-2.440, -5.634, -0.560], [-1.773, -4.885, -2.018], [-3.349, -4.381, -1.414], [-1.450, -4.701, 1.696], [-2.320, -2.657, -2.624], [1.287, -1.209, -5.530], [-1.022, -2.392, -6.042], [-2.207, -1.318, -5.301], [-1.996, -2.956, -4.677], [2.599, 0.178, -1.093], [4.877, 1.091, -0.793], [6.416, 1.217, -2.737], [5.632, 0.467, -4.961], [3.366, -0.407, -5.250], [-5.717, 0.789, -1.757], [-5.686, -1.312, -3.401], [-4.482, -2.547, -3.011], [-4.146, -1.352, -4.260], [-2.992, 0.896, 1.885], [-3.607, 2.473, 3.679], [-5.093, 4.394, 3.182], [-5.913, 4.748, 0.875], [-5.241, 3.201, -0.931], [-0.593, -0.099, 2.596], [0.354, 0.471, 4.746], [1.244, -1.308, 6.246], [1.188, -3.671, 5.501], [0.302, -4.248, 3.284], [1.397, 3.078, -1.968], [2.595, 3.155, -3.381], [3.338, 3.240, -4.259], [3.960, -3.145, 3.578], [5.016, -2.048, 3.696], [4.696, -1.091, 4.843], [5.215, -1.289, 2.385], [4.058, -0.480, 1.999], [2.854, -0.826, 1.550], [2.172, 0.270, 1.317], [2.994, 1.303, 1.612], [4.129, 0.864, 2.017], [4.007, -3.812, 4.441], [4.108, -3.754, 2.681], [2.952, -2.724, 3.556], [5.982, -2.521, 3.894], [3.737, -0.592, 4.677], [5.465, -0.323, 4.949], [4.626, -1.637, 5.785], [5.439, -1.973, 1.567], [6.035, -0.581, 2.478], [2.502, -1.836, 1.400]],
  "homo_energy_ev": -8.28,
  "charge": 0
}

***

Most stable one: B, least stable one: A.

***

A | {
  "formula": "C4H8P2",
  "method": "ωB97M-V/def2-TZVPD",
  "symbols": ["H", "P", "C", "C", "H", "H", "H", "H", "C", "C", "P", "H", "H", "H"],
  "coordinates": [[-0.851, -1.451, -1.464], [-1.336, -0.228, -2.094], [-0.475, 0.797, -1.017], [-0.635, 2.234, -0.968], [0.261, 0.361, -0.325], [0.298, 2.764, -0.754], [-1.192, 2.609, -0.177], [-1.157, 2.710, -1.785], [0.880, -1.976, 1.019], [0.574, -1.114, 2.139], [0.607, -0.010, 3.242], [-0.074, -2.410, 0.590], [1.542, -2.798, 1.218], [1.558, -1.487, 0.377]],
  "homo_energy_ev": -9.05,
  "charge": 0,
  "smiles": "[H]/P=C/C.CC#P"
}

***

B | {
  "formula": "C4H8P2",
  "method": "ωB97M-V/def2-TZVPD",
  "symbols": ["C", "C", "P", "H", "H", "H", "C", "C", "P", "H", "H", "H", "H", "H"],
  "coordinates": [[-2.428, -0.244, -0.350], [-1.706, 0.843, -0.254], [-1.365, 2.401, -0.013], [-3.195, -0.325, 0.355], [-2.148, -1.147, -0.960], [-0.345, 2.116, 0.826], [0.395, -1.075, 0.320], [1.292, -0.607, -0.507], [2.287, 0.797, -0.145], [0.170, -0.683, 1.331], [-0.164, -1.946, 0.080], [1.533, -1.099, -1.524], [3.438, 0.259, -0.430], [2.236, 0.710, 1.272]],
  "homo_energy_ev": -8.54,
  "charge": 0,
  "smiles": "C=C=P.C=CP"
}

***

Most stable one: A, least stable one: B.